Below is C22H50B3F4N5O3 as an isolated structure in a non-equilibrium geometry, with properties calculated with ωB97M-V/def2-TZVPD.

Results
Charge: +2
Orbital gap, eV: 5.48
HOMO, eV: -13.116

Cartesian coordinates (Å):
1 H -1.389 0.103 4.505
2 N -2.503 -0.252 -0.349
3 C 0.548 -0.704 4.314
4 H -1.316 -1.961 -0.291
5 H 0.144 2.976 -8.042
6 H 0.504 -1.412 -0.024
7 H -1.730 -2.269 5.629
8 C -0.996 -0.796 4.030
9 C 0.691 2.146 2.101
10 H -3.640 1.456 -0.372
11 C 0.350 2.890 -5.158
12 H 1.585 -1.536 3.095
13 H -0.564 -1.045 1.933
14 H -1.080 2.734 3.036
15 H 2.956 1.459 3.522
16 H 0.726 -0.798 1.431
17 N -1.267 -0.606 2.510
18 C -1.823 -1.992 4.579
19 C -1.545 -1.063 -0.846
20 H -1.665 -2.918 4.026
21 H -0.303 3.027 -3.081
22 O 1.203 0.207 3.463
23 H -0.968 -0.655 -4.854
24 C -2.174 1.295 -2.035
25 C -0.433 0.278 -4.956
26 N 0.391 2.090 -6.237
27 C 0.826 1.236 -1.742
28 H 1.166 0.203 -1.675
29 F 1.293 -3.606 -1.949
30 H -1.360 1.407 1.930
31 H 0.128 0.348 -7.145
32 C 0.077 0.812 -6.171
33 H -0.260 1.209 -1.832
34 H -3.252 0.214 1.650
35 H 1.156 -1.609 4.328
36 H -2.570 2.211 -2.447
37 H -2.664 -1.407 1.486
38 C 2.614 0.465 3.808
39 C 1.808 -2.669 1.174
40 H 1.994 -0.632 -1.613
41 C 2.334 -1.480 -1.019
42 H -2.164 -0.936 2.183
43 N 1.242 -2.102 -0.018
44 H 2.749 0.461 4.890
45 C -2.890 0.880 -0.893
46 H 2.730 -2.103 -1.821
47 O 1.919 -3.863 1.383
48 F 0.384 -4.271 -0.012
49 F -0.474 -2.424 -1.033
50 H 0.008 -1.176 -2.446
51 H 0.632 3.920 -5.323
52 C 2.282 -1.602 2.260
53 C 1.252 1.894 -0.442
54 H -0.214 2.663 2.422
55 C -3.149 -0.602 0.935
56 H 3.124 -1.095 -0.376
57 B 0.038 -0.439 0.681
58 H -0.715 0.236 1.055
59 H -2.244 1.471 3.423
60 H 0.906 1.362 2.827
61 C -0.794 -0.639 -1.962
62 H 1.691 3.355 -7.251
63 H -0.501 1.119 3.459
64 B 0.092 -3.655 -1.215
65 O 2.135 2.723 -0.365
66 H -0.435 -1.294 0.222
67 H -0.535 2.160 0.255
68 H 0.728 -0.348 5.328
69 C 0.978 2.562 -7.475
70 H 3.223 -1.738 2.793
71 N 0.250 1.657 0.643
72 H 1.416 1.703 -7.983
73 H -0.016 0.692 0.775
74 C -0.234 2.422 -3.973
75 H -1.149 0.371 2.284
76 B -1.285 1.676 2.972
77 C -1.187 0.500 -2.598
78 H 1.462 2.904 2.235
79 F -0.884 -4.385 -1.889
80 C -0.579 1.038 -3.810
81 H 2.332 -0.598 1.838
82 H -2.830 -1.596 4.442
83 H 3.390 -0.210 3.447
84 H 0.744 -2.853 -0.472
85 H -4.167 -0.910 0.695
86 H 1.176 1.698 -2.665
87 H 0.572 0.016 -0.140

Below is one molecule with the formula C22H30N4O2, with properties calculated with ωB97M-V/def2-TZVPD.

Results
SMILES: COc1ccc([C@H](CNC(=O)Nc2cccc(C)c2)N2CCN(C)CC2)cc1
Orbital gap, eV: 8.97
Relative energy (zero: lowest compared OMol25 entry of this formula, charge and spin), eV: 2.2808
HOMO, eV: -8.200

Cartesian coordinates (Å):
1 C 1.600 -3.011 0.523
2 H 3.293 -0.289 1.208
3 C 3.114 -2.845 -1.783
4 H -4.291 -0.067 1.339
5 C 0.825 3.683 0.178
6 H 1.056 -3.100 1.452
7 C 3.120 5.077 -0.726
8 H -1.723 -0.462 2.572
9 N -1.971 -0.215 -0.217
10 H 0.134 -5.152 0.767
11 H -4.423 1.238 -2.107
12 C -4.014 0.867 -1.163
13 C 1.555 -4.046 -0.399
14 H 3.779 -0.950 -1.037
15 H -0.607 0.911 2.711
16 H 1.356 -6.141 -0.038
17 H -0.959 3.371 1.296
18 C 0.495 1.077 -0.697
19 H 2.326 5.769 -1.026
20 C -4.285 -0.801 0.510
21 C 1.421 -0.188 1.883
22 C 2.311 -3.950 -1.562
23 H -1.960 1.233 -1.718
24 H -6.600 0.499 -1.511
25 C 0.719 -5.263 -0.142
26 C -2.853 -1.274 0.240
27 C 1.755 3.128 -0.692
28 O 1.672 0.763 2.595
29 C -0.253 2.929 0.608
30 H -6.363 0.940 0.196
31 H 2.292 1.399 -1.817
32 N 2.439 -0.830 1.210
33 C -2.575 0.393 -1.392
34 C -6.221 0.145 -0.554
35 C 3.153 -1.813 -0.865
36 H 0.024 -1.307 0.927
37 H -4.900 -1.653 0.809
38 H 2.280 -4.750 -2.286
39 O 2.860 3.768 -1.171
40 H 3.245 5.114 0.361
41 H 0.362 0.066 -1.051
42 C -0.433 1.622 0.186
43 N 0.168 -0.717 1.736
44 H -2.580 -0.365 -2.180
45 H -2.443 -1.757 1.126
46 H -4.025 1.704 -0.439
47 H -2.888 -2.015 -0.565
48 C 1.570 1.818 -1.134
49 H 4.053 5.371 -1.206
50 N -4.836 -0.239 -0.709
51 C 2.379 -1.879 0.291
52 H -2.366 1.435 1.093
53 H 0.042 -5.443 -0.975
54 H 3.712 -2.786 -2.680
55 C -0.964 0.123 2.044
56 C -1.542 0.776 0.769
57 H 0.932 4.694 0.538
58 H -6.799 -0.726 -0.249

Below is a 40-piece molecular cluster, H80O40 overall in a non-equilibrium geometry, with properties calculated with ωB97M-V/def2-TZVPD.

Results
Orbital gap, eV: 9.97
Relative energy (zero: lowest compared OMol25 entry of this formula, charge and spin), eV: 8.3521
HOMO, eV: -10.312

Cartesian coordinates (Å):
1 O 3.142 0.097 3.813
2 H 0.066 2.337 -0.365
3 O -1.419 4.104 2.822
4 O -0.267 1.910 -3.963
5 H 1.098 -2.730 2.082
6 O 2.493 4.268 0.931
7 H 4.693 2.435 2.350
8 O -1.171 -5.713 -2.498
9 H -1.466 -2.428 4.483
10 H 3.731 -4.785 -1.176
11 O 1.928 -2.187 2.153
12 O -3.164 -2.890 1.321
13 H -3.724 2.588 -4.932
14 H 0.264 -0.274 -2.472
15 H 0.373 0.164 7.009
16 O 1.276 0.049 6.677
17 H 4.249 -0.414 1.476
18 H -2.665 -2.743 -5.818
19 O 1.136 -0.175 -2.031
20 H -1.637 0.759 3.310
21 H -3.465 2.179 2.192
22 O -1.474 2.895 -0.310
23 H -5.337 3.823 -0.416
24 H -3.759 -1.920 -1.023
25 O 2.853 -2.440 -1.655
26 O -5.270 2.843 -0.584
27 H 1.309 1.962 -1.164
28 O -3.332 1.766 -4.769
29 O -4.286 -3.955 -0.897
30 H 1.935 4.180 4.541
31 H -1.681 -0.952 0.871
32 H 1.601 1.046 0.777
33 H 1.522 0.624 -2.397
34 O -1.272 -0.579 -3.532
35 H 1.887 0.755 6.846
36 H 0.343 -4.099 0.016
37 O -1.172 -0.381 0.213
38 H -1.896 3.291 0.477
39 H 3.717 3.115 1.556
40 H -0.643 -5.091 0.860
41 H -0.071 -2.839 -1.448
42 H -4.789 -4.028 -1.743
43 O 5.569 -3.285 0.427
44 H -1.309 -1.521 -3.292
45 O 3.716 5.070 -1.225
46 O -3.318 -2.980 -5.117
47 O 4.318 -0.421 -3.071
48 H -4.307 0.020 1.406
49 O -0.474 -4.561 0.093
50 O 4.002 2.172 1.690
51 H -2.348 3.936 3.129
52 H -0.901 -4.945 -3.041
53 O -2.985 4.632 -1.307
54 H -1.507 -1.191 3.703
55 H 2.076 3.542 0.472
56 H 5.172 -3.856 1.191
57 O -3.086 -1.103 -1.083
58 H 2.904 5.647 -1.235
59 H 2.686 0.809 -3.711
60 H 2.382 0.086 3.245
61 H 2.969 -3.621 2.554
62 O -0.108 -2.790 -2.433
63 H -3.342 1.429 -3.828
64 H -3.514 -3.027 0.383
65 H 1.705 3.947 3.121
66 H -2.079 -0.586 -4.137
67 H 3.160 -0.489 4.553
68 H 0.799 -2.864 -2.739
69 O 2.445 -4.399 2.799
70 H -3.050 1.056 3.907
71 H -1.835 1.988 -2.409
72 O -3.491 -0.334 1.836
73 O -2.194 1.462 3.772
74 O 5.581 2.367 -1.375
75 O 1.067 2.373 -0.320
76 H -1.985 2.025 -0.280
77 H 4.585 -1.188 2.811
78 H 3.064 4.690 0.298
79 H 1.309 -0.082 -0.163
80 H 0.036 2.555 -4.652
81 H 0.488 0.602 3.215
82 H -2.967 -3.714 -4.629
83 H -0.894 4.216 3.630
84 O -2.782 1.699 -2.227
85 H -2.477 3.865 -1.683
86 O -2.008 -1.978 3.796
87 H 1.872 -1.564 1.451
88 H -2.831 0.803 -1.938
89 H -6.714 0.438 -0.316
90 H 4.745 -0.178 -2.247
91 H 3.839 4.971 -2.157
92 H 5.061 3.126 -1.671
93 O 2.465 1.723 -3.298
94 H -4.477 2.784 -1.126
95 H -1.426 -5.541 -1.577
96 H -4.320 2.913 1.025
97 H 2.892 -5.030 3.382
98 H 5.141 2.059 -0.506
99 O -4.268 2.672 1.946
100 O -0.100 -0.072 2.888
101 O 1.520 3.413 4.008
102 H -2.285 -1.641 -1.330
103 O 1.773 0.087 0.619
104 H -2.234 5.256 -1.185
105 H 5.767 -2.483 0.900
106 O 4.709 -1.232 1.833
107 H 3.830 -2.440 -1.530
108 H -4.116 -4.910 -0.818
109 H 4.840 -1.003 -3.588
110 H -0.771 1.306 -4.517
111 H 2.220 -4.413 -0.872
112 H -1.108 0.553 0.500
113 H -3.330 -1.168 2.268
114 O 2.860 -5.148 -1.131
115 H -5.537 0.397 -1.235
116 H 0.217 -0.064 1.956
117 H 2.962 1.550 -2.484
118 H 2.747 -1.512 -1.428
119 O -6.279 -0.116 -0.981
120 H -2.390 -3.358 1.501

Below is C38H40InN6 as an isolated structure in a non-equilibrium geometry, with properties calculated with ωB97M-V/def2-TZVPD.

Results
Charge: -1
Orbital gap (spin up / spin down), eV: 4.02 / 3.43
Relative energy (zero: lowest compared OMol25 entry of this formula, charge and spin), eV: 2.1695
HOMO (spin up / spin down), eV: -1.704 / -1.098

Cartesian coordinates (Å):
1 C -1.161 -4.286 2.725
2 H -0.754 1.044 2.760
3 C -2.697 0.412 2.338
4 H -2.377 2.298 -5.115
5 C 0.360 -1.005 -2.124
6 H -0.717 3.751 0.839
7 H 3.099 0.768 -2.516
8 H -2.316 2.073 7.912
9 C -2.316 0.304 -3.269
10 H -1.537 -2.057 4.045
11 H 2.221 -1.361 -5.878
12 C -1.699 -4.229 1.440
13 N 0.657 -2.231 -1.609
14 H 3.731 -0.382 -1.317
15 C 3.381 0.653 -1.461
16 In 0.312 -0.128 -0.378
17 H -0.448 -1.474 1.988
18 C -0.602 0.887 7.539
19 C 0.844 1.120 1.364
20 C 1.113 1.878 -0.911
21 C 2.297 -0.433 -5.288
22 C -1.844 1.413 7.169
23 C 2.104 0.545 0.836
24 H -3.461 1.552 5.743
25 N -2.537 -0.178 3.666
26 C 0.207 -2.908 0.760
27 H 3.080 0.189 -5.755
28 C -1.899 0.233 5.003
29 H 1.542 1.690 -6.809
30 H -1.289 2.954 -7.893
31 H 3.539 0.288 2.342
32 H -2.075 0.725 -2.277
33 C 0.062 -3.632 2.963
34 C -1.553 -1.229 2.123
35 H -1.418 -3.447 -0.565
36 C 0.337 0.926 2.718
37 H 0.569 -0.084 3.096
38 H -3.297 0.703 -3.580
39 C 0.377 -2.468 -3.773
40 C -0.974 2.770 0.411
41 H -1.228 4.097 -6.538
42 C 0.662 -3.160 -2.651
43 C 0.984 -2.119 -0.190
44 C -0.446 2.124 -6.077
45 C 2.268 0.991 -0.572
46 C -1.956 -1.441 3.352
47 N -1.815 -0.150 1.387
48 H -0.145 2.780 -2.384
49 C 0.046 1.160 8.787
50 H 0.026 -0.970 4.872
51 H -2.981 1.434 2.320
52 H 4.234 1.323 -1.267
53 N 0.742 -2.961 2.014
54 C -1.017 -3.528 0.446
55 H 0.264 3.675 -7.419
56 C 0.754 1.399 -6.107
57 C 0.238 1.962 0.289
58 H 1.338 2.059 -3.028
59 H -1.449 2.942 -0.567
60 C 0.919 2.603 -2.169
61 C 0.986 0.313 -5.245
62 C 3.011 -0.322 1.593
63 C -1.252 0.665 -4.273
64 H 3.766 -0.779 0.940
65 H 0.260 -2.788 -4.807
66 C -2.477 1.107 5.935
67 H 0.517 -3.647 3.956
68 H 1.421 3.581 -2.110
69 N 0.206 -1.125 -3.417
70 H 1.015 -0.374 6.896
71 H 0.763 1.657 3.406
72 H 2.471 -1.133 2.111
73 H 2.636 -0.718 -4.281
74 H 0.858 -4.225 -2.485
75 C -0.032 -0.040 -4.331
76 N 0.629 1.349 9.812
77 C -0.684 3.276 -7.029
78 C -1.435 1.743 -5.156
79 C -0.611 -0.275 5.432
80 C 0.033 0.043 6.636
81 H -1.717 2.298 1.065
82 H 2.051 -2.140 -0.022
83 H -2.646 -4.724 1.207
84 H -1.662 -4.821 3.540
85 H -2.405 -0.782 -3.133

Below is a 11-piece molecular cluster, C35H73N3O22S8 overall in a non-equilibrium geometry, with properties calculated with ωB97M-V/def2-TZVPD.

Results
SMILES: C[N+](=O)[O-].C[N+](=O)[O-].C[N+](=O)[O-].O=S1(=O)CCCC1.O=S1(=O)CCCC1.O=S1(=O)CCCC1.O=S1(=O)CCCC1.O=S1(=O)CCCC1.O=S1(=O)CCCC1.O=S1(=O)CCCC1.O=S1(=O)CCCC1
Orbital gap, eV: 10.03
Relative energy (zero: lowest compared OMol25 entry of this formula, charge and spin), eV: 6.6016
HOMO, eV: -10.194

Cartesian coordinates (Å):
1 O -2.576 -8.647 -5.284
2 C -7.081 -1.904 1.101
3 C -8.341 -2.000 1.902
4 H -1.482 -8.806 7.108
5 H 1.271 0.350 -10.735
6 C 9.526 -4.762 2.394
7 H 6.070 -0.033 7.624
8 H -7.483 6.459 -4.722
9 C 1.309 0.695 0.209
10 H 5.913 -1.870 11.490
11 H 1.346 -6.392 8.717
12 H 4.494 -1.143 10.964
13 H 3.909 -1.458 0.094
14 O -0.677 -7.105 4.492
15 H 2.326 -2.420 0.060
16 C 0.183 -8.102 8.262
17 H -1.026 -7.778 -2.546
18 C -6.402 4.473 -4.121
19 O 2.817 9.961 1.474
20 H 1.785 -0.988 -2.201
21 S 2.500 9.326 0.218
22 H 6.517 1.930 9.511
23 H 9.006 -4.928 1.450
24 H 0.377 8.065 0.384
25 C 2.564 -0.711 -1.490
26 S -1.294 -8.088 -5.724
27 H 0.536 -5.728 -4.164
28 O -0.985 2.628 -9.328
29 H 5.715 5.857 -4.729
30 C 2.154 0.715 -1.131
31 C 2.842 -1.477 -0.126
32 C -0.309 -7.473 -3.309
33 H 2.393 11.624 -0.567
34 H -0.261 -7.763 9.198
35 H 0.875 -8.386 -4.885
36 H 7.558 0.384 9.415
37 C -0.744 -8.004 7.128
38 C 5.684 0.091 8.636
39 O -0.811 -8.416 -7.097
40 S -7.662 -4.597 1.603
41 H -0.277 -0.044 -9.766
42 H 1.639 1.174 -1.975
43 H -8.550 5.234 -3.843
44 O -7.897 -5.587 0.468
45 H 6.864 -1.797 9.079
46 H -4.585 3.778 -3.063
47 H 2.370 -7.698 8.153
48 H -7.981 -1.574 2.838
49 C -7.549 5.626 -4.023
50 O 1.456 2.241 -8.798
51 O 2.898 0.027 2.158
52 H 0.084 4.060 -11.355
53 C 2.474 10.690 -1.124
54 H 1.767 3.502 -11.498
55 C 0.694 9.042 0.018
56 H 0.666 11.460 -2.036
57 S 0.389 2.272 -9.753
58 H -4.580 5.392 -3.438
59 H 0.730 -5.819 6.368
60 H -0.123 2.565 -13.268
61 H 10.118 -5.665 2.547
62 N 8.422 -5.032 3.395
63 O -5.790 3.498 4.933
64 C 0.250 0.613 -10.457
65 H 0.279 -9.170 8.456
66 H 0.999 8.484 -2.040
67 H -5.999 4.552 -5.131
68 C 0.445 2.073 -12.479
69 S -7.217 6.306 -2.392
70 H -9.103 -1.277 1.610
71 C -1.264 -6.254 -5.338
72 H 0.574 -7.283 -2.700
73 H -6.701 4.149 -1.546
74 C 0.488 9.302 -1.531
75 H 0.182 9.829 0.571
76 H -6.419 -1.141 1.511
77 H 5.197 -1.981 8.581
78 C -0.484 -6.049 -3.954
79 H 1.330 1.538 -12.824
80 C -0.093 -8.480 -4.393
81 H 5.463 4.194 -4.896
82 O 6.214 4.533 -7.396
83 H -1.426 1.120 -11.497
84 H -0.600 -5.769 -6.053
85 H -5.378 5.169 -0.964
86 O 7.354 -4.734 2.967
87 H -7.198 -1.668 0.043
88 H -5.251 4.114 7.154
89 H 4.655 0.422 8.776
90 C -6.340 -3.342 1.220
91 H 1.493 10.404 -3.059
92 H 3.164 1.089 -0.961
93 C 5.171 5.142 -5.347
94 C -9.036 -3.447 1.627
95 H -5.592 -3.516 1.992
96 H 4.151 5.438 -5.102
97 O -6.545 7.576 -2.637
98 H -0.949 -5.306 -3.305
99 H -9.634 -3.991 2.359
100 O 0.960 -8.950 5.161
101 O -7.496 -5.224 2.893
102 H 1.016 1.589 0.758
103 C -5.277 4.618 -3.119
104 C 0.724 3.186 -11.472
105 O -3.712 2.974 4.813
106 H -1.269 -7.049 7.154
107 H -6.896 3.515 -3.963
108 H 9.998 -3.839 2.730
109 C -4.686 3.223 6.881
110 H -0.110 -9.527 -4.089
111 H 3.427 10.558 -1.636
112 H 3.481 -0.744 -2.078
113 O 0.836 -1.330 1.791
114 C 1.393 -7.231 8.022
115 O 5.246 6.456 -7.231
116 N -4.743 3.252 5.406
117 C -0.401 0.905 -11.798
118 H -5.208 2.397 7.365
119 O 3.358 8.199 -0.234
120 H -9.323 -3.665 0.598
121 H -0.600 9.261 -1.574
122 O 5.051 1.163 11.836
123 O 8.732 -5.565 4.387
124 H -2.215 -5.779 -5.579
125 H -0.420 -0.023 -12.371
126 H -5.936 -3.703 0.274
127 S 0.141 -7.784 5.534
128 C 5.551 -1.208 10.703
129 H 2.290 -6.636 5.980
130 O -8.437 6.325 -1.579
131 N 5.565 5.389 -6.759
132 C -6.038 4.973 -1.810
133 C 6.573 0.842 9.503
134 S 6.134 0.389 11.245
135 S 1.916 -0.569 1.220
136 H 0.342 0.246 -0.016
137 C 1.313 -6.736 6.452
138 C 5.864 -1.383 9.203
139 O 7.337 0.136 12.015
140 H -3.658 3.263 7.241
141 C 1.220 10.521 -2.010